Arrangement a

6
Properties=species:S:1:pos:R:3 method="wB97M-V/def2-TZVPD" homo_ev=-11.3 homo_lumo_gap_ev=12.1
H -0.006 0.637 2.019
H 1.220 0.727 1.139
H -0.096 -0.890 -0.810
H -0.709 -1.009 -2.218
O 0.359 1.064 1.198
O -0.768 -0.530 -1.328

Arrangement b

6
Properties=species:S:1:pos:R:3 method="wB97M-V/def2-TZVPD" homo_ev=-11.0 homo_lumo_gap_ev=11.8
H 0.298 0.158 0.468
H 1.000 0.942 1.617
H -0.405 -1.134 -1.415
H -1.361 0.056 -1.291
O 0.483 0.163 1.418
O -0.424 -0.166 -1.340

arrangement b takes first place; second place is 9.6 kcal/mol up.

Arrangement a

6
Properties=species:S:1:pos:R:3 method="wB97M-V/def2-TZVPD" homo_ev=-11.5 homo_lumo_gap_ev=12.1
H -1.079 0.792 -0.070
H -0.933 -0.574 -0.354
H 1.162 -0.392 0.755
H 1.643 0.856 0.121
O -1.634 -0.016 0.031
O 1.535 -0.069 -0.088

Arrangement b

6
Properties=species:S:1:pos:R:3 method="wB97M-V/def2-TZVPD" homo_ev=-10.6 homo_lumo_gap_ev=11.2
H 0.048 0.505 -0.081
H 0.759 1.441 0.993
H -0.825 -1.929 0.371
H -0.556 -1.504 -0.993
O 0.406 1.423 0.063
O -0.334 -1.238 -0.099

Arrangement c

6
Properties=species:S:1:pos:R:3 method="wB97M-V/def2-TZVPD" homo_ev=-11.5 homo_lumo_gap_ev=12.0
H 2.691 0.210 -0.085
H 1.373 0.758 0.226
H -1.843 -0.694 0.566
H -1.378 0.785 0.282
O 1.735 -0.131 -0.016
O -1.840 -0.001 -0.107

Arrangement d

6
Properties=species:S:1:pos:R:3 method="wB97M-V/def2-TZVPD" homo_ev=-11.7 homo_lumo_gap_ev=11.9
H -0.263 1.372 -0.099
H -1.818 1.314 0.098
H 1.676 -2.030 0.147
H 0.838 -0.768 0.056
O -1.146 1.956 -0.212
O 0.713 -1.843 0.011

arrangement b takes first place; second place is 2.2 kcal/mol up.

Arrangement a

6
Properties=species:S:1:pos:R:3 method="wB97M-V/def2-TZVPD" homo_ev=-11.5 homo_lumo_gap_ev=12.6
O -1.277 4.095 -0.516
H -1.762 4.839 -0.939
H -1.972 3.427 -0.317
O 1.499 -4.005 0.247
H 2.447 -3.934 0.500
H 1.065 -4.422 1.025

Arrangement b

6
Properties=species:S:1:pos:R:3 method="wB97M-V/def2-TZVPD" homo_ev=-11.1 homo_lumo_gap_ev=11.7
H -0.998 0.423 0.418
H -1.572 -0.930 0.080
H 1.525 -0.094 0.498
H 1.710 0.627 -0.884
O -1.791 -0.025 0.305
O 1.127 0.000 -0.417

arrangement b takes first place; second place is 1.2 kcal/mol up.